Entry 1:
The following is a DFT calculation (ωB97M-V with the def2-TZVPD basis set) of C6H11NS in the gas phase in a non-equilibrium geometry.

Output
DFT total energy, eV: -18721.8780
Structure (SMILES): C/C=C\C(C)=N\SC
ΔE to the lowest compared entry with this formula, charge and spin, eV: 3.616
Orbital gap, eV: 8.820

The geometry in ORCA input format:
```
! wB97M-V def2-TZVPD RIJCOSX def2/J DEFGRID3
* xyz 0 1
C -1.363 -2.056 -1.500
C 0.262 0.442 0.828
C -0.083 -0.065 2.164
C 1.006 1.648 0.772
C 1.299 2.350 -0.332
C 0.909 1.836 -1.687
H -2.420 -1.461 -1.799
H -0.565 -1.715 -2.461
H -1.698 -3.263 -1.241
H 0.366 0.522 3.027
H -1.173 -0.050 2.348
H 0.204 -1.029 2.499
H 1.672 1.956 1.686
H 1.905 3.265 -0.122
H 1.501 0.776 -1.813
H 1.267 2.474 -2.631
H -0.181 1.757 -1.639
N 0.051 -0.240 -0.211
S -0.839 -1.655 0.135
*
```


Entry 2:
The following is a DFT calculation (ωB97M-V with the def2-TZVPD basis set) of C21H22N4O2 in the gas phase in a non-equilibrium geometry.

Output
DFT total energy, eV: -32188.2905
Structure (SMILES): O=C(N1CCCCC1)n1ncc(C(O)(c2ccccc2)c2ccccc2)n1
ΔE to the lowest compared entry with this formula, charge and spin, eV: 2.032
Orbital gap, eV: 9.542

The geometry in ORCA input format:
```
! wB97M-V def2-TZVPD RIJCOSX def2/J DEFGRID3
* xyz 0 1
O 0.544 4.406 0.559
N 2.276 2.397 -0.087
N 0.552 0.893 0.068
O 2.757 -1.264 -1.805
C 0.088 3.286 0.601
C 2.668 1.236 -0.522
C 1.635 0.290 -0.389
C 3.631 -3.405 2.648
C -1.951 -2.698 -2.281
C 2.781 -2.338 2.894
C 3.910 -3.749 1.304
C -1.279 -1.686 -2.976
C -1.448 -3.242 -1.104
C 2.163 -1.608 1.846
C 3.287 -3.026 0.269
C -0.038 -1.241 -2.454
C -0.250 -2.785 -0.577
C 2.413 -1.941 0.513
C 0.511 -1.774 -1.252
N 0.943 2.207 0.209
N -1.251 3.195 1.014
C 1.822 -1.189 -0.719
C -2.205 4.283 0.697
C -1.872 1.945 1.443
C -3.084 3.787 -0.485
C -2.720 1.423 0.258
C -3.739 2.440 -0.152
H 2.574 -2.109 -2.247
H 3.703 0.998 -0.873
H 4.121 -3.924 3.448
H -2.901 -3.070 -2.658
H 2.528 -2.048 3.890
H 4.673 -4.528 1.044
H -1.744 -1.238 -3.856
H -2.044 -3.950 -0.563
H 1.453 -0.837 2.126
H 3.549 -3.244 -0.762
H 0.483 -0.449 -2.972
H 0.092 -3.155 0.384
H -2.820 4.565 1.545
H -1.669 5.184 0.373
H -1.192 1.207 1.809
H -2.569 2.167 2.268
H -2.449 3.781 -1.382
H -3.894 4.466 -0.639
H -2.075 1.239 -0.608
H -3.190 0.449 0.497
H -4.292 2.076 -1.014
H -4.479 2.580 0.673
*
```


Please write out number 1 again, unchanged.
The following is a DFT calculation (ωB97M-V with the def2-TZVPD basis set) of C6H11NS in the gas phase in a non-equilibrium geometry.

Output
DFT total energy, eV: -18721.8780
Structure (SMILES): C/C=C\C(C)=N\SC
ΔE to the lowest compared entry with this formula, charge and spin, eV: 3.616
Orbital gap, eV: 8.820

The geometry in ORCA input format:
```
! wB97M-V def2-TZVPD RIJCOSX def2/J DEFGRID3
* xyz 0 1
C -1.363 -2.056 -1.500
C 0.262 0.442 0.828
C -0.083 -0.065 2.164
C 1.006 1.648 0.772
C 1.299 2.350 -0.332
C 0.909 1.836 -1.687
H -2.420 -1.461 -1.799
H -0.565 -1.715 -2.461
H -1.698 -3.263 -1.241
H 0.366 0.522 3.027
H -1.173 -0.050 2.348
H 0.204 -1.029 2.499
H 1.672 1.956 1.686
H 1.905 3.265 -0.122
H 1.501 0.776 -1.813
H 1.267 2.474 -2.631
H -0.181 1.757 -1.639
N 0.051 -0.240 -0.211
S -0.839 -1.655 0.135
*
```


- Which of these has the highest ΔE to the lowest compared entry with this formula, charge and spin?
  C6H11NS


Please write out number 1 again, unchanged.
The following is a DFT calculation (ωB97M-V with the def2-TZVPD basis set) of C6H11NS in the gas phase in a non-equilibrium geometry.

Output
DFT total energy, eV: -18721.8780
Structure (SMILES): C/C=C\C(C)=N\SC
ΔE to the lowest compared entry with this formula, charge and spin, eV: 3.616
Orbital gap, eV: 8.820

The geometry in ORCA input format:
```
! wB97M-V def2-TZVPD RIJCOSX def2/J DEFGRID3
* xyz 0 1
C -1.363 -2.056 -1.500
C 0.262 0.442 0.828
C -0.083 -0.065 2.164
C 1.006 1.648 0.772
C 1.299 2.350 -0.332
C 0.909 1.836 -1.687
H -2.420 -1.461 -1.799
H -0.565 -1.715 -2.461
H -1.698 -3.263 -1.241
H 0.366 0.522 3.027
H -1.173 -0.050 2.348
H 0.204 -1.029 2.499
H 1.672 1.956 1.686
H 1.905 3.265 -0.122
H 1.501 0.776 -1.813
H 1.267 2.474 -2.631
H -0.181 1.757 -1.639
N 0.051 -0.240 -0.211
S -0.839 -1.655 0.135
*
```


- Look up the DFT total energy of the second one.
  -32188.2905 eV